Record 1
{"formula": "C9H7NO", "method": "ωB97M-V with the def2-TZVPD basis set", "elements": ["O", "N", "C", "C", "C", "C", "C", "C", "C", "C", "C", "H", "H", "H", "H", "H", "H", "H"], "positions_angstrom": [[4.16, -0.37, -0.55], [1.23, -0.98, 0.14], [-2.69, 0.51, -0.18], [1.87, 0.21, 0.01], [-1.31, -1.45, 0.03], [3.41, 0.14, 0.25], [-2.52, -0.88, -0.13], [-0.13, -0.65, 0.04], [1.05, 1.28, -0.01], [-0.29, 0.75, -0.07], [-1.51, 1.38, -0.06], [-3.70, 0.84, -0.25], [-3.64, -1.73, -0.04], [1.60, -1.70, -0.01], [-1.60, 2.51, -0.11], [3.95, 0.49, 1.06], [1.22, 2.11, -0.01], [-1.09, -2.46, -0.10]], "lowdin_charge": [0.06, 0.20, -0.09, -0.16, -0.06, -0.14, -0.15, -0.14, 0.07, -0.17, 0.00, 0.08, 0.20, 0.01, 0.13, 0.09, -0.02, 0.09], "homo_ev": -8.453, "lumo_ha": 0.0208, "total_charge": 0, "homo_lumo_gap_ev": 9.02}

Record 2
{"formula": "C17H23Cl3CrF6N3O5S4", "method": "ωB97M-V with the def2-TZVPD basis set", "elements": ["Cr", "Cl", "Cl", "Cl", "S", "S", "S", "S", "F", "F", "F", "F", "F", "F", "O", "O", "O", "O", "O", "N", "N", "N", "C", "C", "C", "C", "C", "C", "C", "C", "C", "C", "C", "C", "C", "C", "C", "C", "C", "H", "H", "H", "H", "H", "H", "H", "H", "H", "H", "H", "H", "H", "H", "H", "H", "H", "H", "H", "H", "H", "H", "H"], "positions_angstrom": [[-0.48, 0.67, 0.52], [-2.50, -0.25, 3.11], [0.12, 1.35, 2.54], [-0.16, -1.50, 4.37], [1.31, -3.58, -0.13], [-3.63, 0.65, -0.42], [-0.81, -1.82, 1.02], [-1.85, -0.08, -2.39], [-3.90, -1.76, 0.55], [-5.20, -0.35, 1.54], [-2.29, -2.08, -4.17], [-2.01, -2.73, -2.15], [-0.33, -2.02, -3.29], [-5.66, -1.02, -0.45], [-4.48, 1.76, -0.64], [-1.73, 0.71, -3.56], [-2.54, 0.87, 0.50], [-0.75, 0.01, -1.45], [-1.22, -4.17, 0.22], [-3.24, -0.16, -1.71], [4.16, -0.32, -0.07], [1.71, 0.24, 0.26], [-0.26, -3.26, 0.33], [2.52, 1.46, 0.25], [3.34, -1.01, -1.10], [-0.93, -5.40, -0.39], [2.20, -0.63, 1.35], [-4.67, -0.69, 0.37], [0.15, 3.71, 0.58], [-1.43, 4.25, -1.60], [-1.23, 2.95, -1.18], [-1.54, -0.44, 4.61], [-1.63, -1.83, -3.05], [3.96, 1.14, -0.20], [-0.42, 2.63, -0.09], [3.72, -0.76, 1.28], [-0.06, 5.02, 0.19], [1.91, -0.46, -1.01], [-0.84, 5.30, -0.92], [-1.88, -5.92, -0.46], [-0.50, -5.25, -1.39], [4.02, -1.80, 1.43], [-2.17, -0.87, 5.37], [3.33, -2.08, -0.88], [2.49, 1.87, 1.26], [-1.75, 2.16, -1.70], [2.04, 2.18, -0.41], [4.69, 1.68, 0.40], [-2.05, 4.44, -2.47], [4.11, 1.41, -1.25], [1.67, 0.22, -1.82], [0.38, 5.82, 0.77], [4.23, -0.14, 2.03], [1.22, -1.31, -1.05], [1.88, -0.20, 2.30], [-1.00, 6.32, -1.23], [5.14, -0.55, -0.21], [1.73, -1.61, 1.23], [0.74, 3.53, 1.47], [3.78, -0.84, -2.08], [-0.22, -5.99, 0.21], [-1.13, 0.53, 4.87]], "lowdin_charge": [0.38, 0.55, 0.28, 0.51, 0.68, 0.63, 0.67, 0.63, 0.11, 0.13, 0.16, 0.15, 0.13, 0.15, -0.21, -0.23, -0.44, -0.41, -0.22, -0.25, -0.09, -0.23, -1.22, -0.14, -0.08, -0.13, -0.22, -0.68, -0.17, -0.07, -0.12, -0.98, -0.64, -0.06, -0.24, -0.05, -0.09, -0.18, -0.10, 0.10, 0.07, 0.14, 0.03, 0.08, 0.11, 0.04, 0.12, 0.14, 0.11, 0.14, 0.14, 0.10, 0.14, 0.04, 0.05, 0.10, 0.20, 0.02, 0.04, 0.14, 0.08, 0.00], "homo_ev": [-7.697, -7.752], "lumo_ha": [-0.0324, -0.0318], "total_charge": 0, "multiplicity": 4, "homo_lumo_gap_ev": [6.82, 6.89], "s2": 3.817}

Record 3
{"formula": "C6H39N2O12", "method": "ωB97M-V with the def2-TZVPD basis set", "elements": ["O", "O", "O", "O", "O", "O", "O", "O", "O", "O", "O", "O", "N", "N", "C", "C", "C", "C", "C", "C", "H", "H", "H", "H", "H", "H", "H", "H", "H", "H", "H", "H", "H", "H", "H", "H", "H", "H", "H", "H", "H", "H", "H", "H", "H", "H", "H", "H", "H", "H", "H", "H", "H", "H", "H", "H", "H", "H", "H"], "positions_angstrom": [[-2.53, -0.10, 2.05], [-0.95, 3.61, -0.75], [3.27, 2.08, 1.25], [-3.06, 1.65, -0.03], [0.47, -4.29, 0.93], [-3.60, -2.00, -0.80], [-2.52, 0.51, -3.00], [2.99, 2.09, -2.32], [4.33, 0.05, -0.51], [0.69, -2.73, 3.26], [0.27, 1.93, -2.91], [-2.00, -2.70, 2.06], [-0.93, -1.93, -0.59], [-0.16, 1.96, 1.65], [1.31, -0.82, -0.49], [0.26, 2.50, 2.93], [0.16, -1.28, -1.41], [0.40, 0.76, 1.23], [0.63, -2.29, -2.45], [0.89, 0.55, 0.01], [0.46, 1.80, 3.74], [1.58, -1.48, 0.34], [-2.78, -3.22, 2.23], [0.46, -3.78, 1.76], [3.17, 1.36, -1.71], [-4.04, -1.78, -1.64], [-2.54, 1.37, -2.55], [-3.85, -2.90, -0.59], [-1.95, 0.39, 2.64], [0.23, 2.35, -3.77], [0.70, -1.89, -3.46], [-2.77, 0.49, 1.31], [2.20, -0.66, -1.10], [0.36, -3.53, 3.68], [3.75, 2.57, -2.66], [-1.33, -1.20, 0.00], [3.14, 2.42, 2.14], [-2.53, 2.46, 0.06], [-0.32, 2.64, 0.90], [1.24, 2.99, 2.81], [-0.30, -0.40, -1.86], [3.35, 2.91, 0.77], [-1.68, -2.28, -1.19], [-0.47, 3.21, 3.31], [0.48, -0.02, 1.98], [-0.32, 2.99, -1.16], [5.19, 0.47, -0.41], [0.98, 1.42, -0.63], [-3.92, 1.92, 0.32], [1.37, -4.61, 0.84], [-0.13, -3.07, -2.51], [-0.37, 4.32, -0.45], [1.20, 1.67, -2.78], [3.83, 0.31, 0.28], [-3.06, 0.71, -3.77], [-2.19, -1.75, 2.19], [-0.49, -2.65, -0.01], [1.54, -2.85, -2.24], [-0.11, -2.22, 3.07]], "lowdin_charge": [-0.06, -0.05, -0.04, -0.04, -0.07, -0.04, -0.06, -0.05, -0.06, -0.05, -0.06, -0.07, 0.21, -0.08, -0.13, -0.10, -0.31, -0.18, -0.02, -0.12, 0.09, 0.13, 0.06, -0.02, 0.01, 0.06, 0.02, 0.06, 0.05, 0.07, 0.09, 0.01, 0.09, 0.07, 0.06, 0.12, 0.05, 0.03, 0.08, 0.06, 0.12, 0.06, 0.12, 0.08, 0.12, 0.02, 0.06, 0.08, 0.08, 0.06, 0.08, 0.07, 0.00, 0.01, 0.05, -0.01, 0.11, 0.09, 0.01], "homo_ev": -10.712, "lumo_ha": -0.0792, "total_charge": 1, "homo_lumo_gap_ev": 8.56}

Record 4
{"formula": "C45H74BCoN8O5SSi5", "method": "ωB97M-V with the def2-TZVPD basis set", "elements": ["Co", "S", "Si", "Si", "Si", "Si", "Si", "O", "O", "O", "O", "O", "N", "N", "N", "N", "N", "N", "N", "N", "C", "C", "C", "C", "C", "C", "C", "C", "C", "C", "C", "C", "C", "C", "C", "C", "C", "C", "C", "C", "C", "C", "C", "C", "C", "C", "C", "C", "C", "C", "C", "C", "C", "C", "C", "C", "C", "C", "C", "C", "C", "C", "C", "C", "C", "B", "H", "H", "H", "H", "H", "H", "H", "H", "H", "H", "H", "H", "H", "H", "H", "H", "H", "H", "H", "H", "H", "H", "H", "H", "H", "H", "H", "H", "H", "H", "H", "H", "H", "H", "H", "H", "H", "H", "H", "H", "H", "H", "H", "H", "H", "H", "H", "H", "H", "H", "H", "H", "H", "H", "H", "H", "H", "H", "H", "H", "H", "H", "H", "H", "H", "H", "H", "H", "H", "H", "H", "H", "H", "H"], "positions_angstrom": [[-0.52, 0.35, 0.80], [1.71, -1.04, -2.51], [-0.82, 2.63, 0.82], [-0.78, 3.19, 3.25], [2.95, -1.40, -4.13], [-2.78, 3.65, -0.24], [0.85, 4.20, -0.09], [3.75, -0.05, -4.61], [-0.83, 1.25, -2.17], [4.10, -2.53, -3.84], [-2.39, -0.19, -1.37], [2.14, -1.93, -5.44], [0.36, -0.22, 2.62], [-2.63, -0.51, 1.41], [-0.37, -1.70, 0.41], [1.57, 0.72, 0.46], [-3.81, 1.25, 2.37], [-3.87, -2.45, 0.81], [-6.13, -2.49, 1.17], [-4.96, -0.64, 1.85], [0.81, -3.64, -4.32], [-1.77, 1.43, -4.45], [0.36, -1.77, 4.45], [1.76, -1.80, 4.47], [3.46, 1.46, -0.78], [3.76, 0.66, 1.45], [-3.73, -0.35, -3.43], [3.29, 1.03, -5.38], [2.24, -4.14, -6.30], [-2.84, 0.99, -5.23], [3.51, 0.68, -6.86], [4.11, 2.27, -4.99], [1.81, 1.31, -5.13], [5.11, -1.45, -1.91], [2.44, -1.05, 3.54], [5.45, -3.87, -2.43], [1.73, -0.29, 2.59], [5.25, -2.48, -3.03], [-1.73, 2.07, 4.50], [4.30, 1.20, 0.30], [-2.66, 0.07, -2.66], [1.35, -3.09, -5.63], [1.36, 4.15, -1.94], [0.74, -2.33, 0.07], [-0.27, -0.96, 3.52], [0.18, -2.69, -6.55], [2.54, 4.34, 0.85], [6.45, -2.09, -3.92], [-4.32, 2.52, -0.52], [-2.71, -1.77, 0.90], [-1.52, -2.41, 0.44], [0.13, 5.98, 0.14], [-1.70, 0.95, -3.16], [-2.28, 4.21, -2.00], [-3.78, 0.00, 1.83], [-1.56, -3.76, 0.05], [-1.39, 4.96, 3.73], [-0.40, -4.39, -0.34], [2.38, 0.39, 1.50], [0.79, -3.66, -0.30], [1.03, 3.10, 3.87], [-4.93, -1.85, 1.29], [2.10, 1.22, -0.64], [-3.79, 0.12, -4.73], [-3.56, 5.22, 0.59], [-1.23, 0.53, -1.04], [-0.74, 5.73, 3.33], [2.94, -0.22, -7.07], [-3.08, 4.09, -2.73], [4.57, 0.48, -7.04], [-1.35, -0.93, 3.48], [-6.10, -3.47, 0.95], [-1.41, 5.08, 4.81], [-0.42, 6.06, 1.07], [6.31, -3.89, -1.76], [4.22, -1.66, -1.33], [1.41, 1.43, -1.44], [-1.95, 5.25, -2.04], [1.50, 2.21, -5.65], [0.19, -4.51, -4.49], [-2.82, 6.00, 0.73], [-0.55, 6.24, -0.66], [1.65, -3.92, -3.69], [5.59, -4.61, -3.21], [1.63, 1.41, -4.07], [1.11, 3.31, 4.94], [5.97, -1.46, -1.25], [3.89, 3.09, -5.67], [3.10, -4.31, -5.67], [3.32, 4.77, 0.22], [-0.47, -1.98, -6.04], [-1.87, 1.08, 4.08], [0.24, -2.89, -3.79], [-0.41, -5.41, -0.68], [-2.39, 5.15, 3.37], [-3.06, 1.87, 2.14], [-1.05, 2.14, -4.83], [1.21, 5.11, -2.43], [-4.78, 2.72, -1.48], [-0.22, -2.34, 5.15], [5.17, 2.05, -5.02], [-4.36, 5.63, -0.02], [1.70, -5.08, -6.43], [3.85, 1.84, -1.71], [-4.02, 1.48, -0.52], [0.79, 3.42, -2.49], [2.29, -2.41, 5.19], [-3.98, 4.99, 1.56], [-1.45, 3.60, -2.34], [-2.71, 2.46, 4.75], [2.45, 4.98, 1.72], [5.00, -0.46, -2.35], [2.41, 3.89, -2.07], [4.56, -4.14, -1.86], [-1.17, 1.95, 5.42], [1.74, -4.11, -0.56], [6.59, -2.83, -4.70], [2.89, 3.37, 1.18], [6.23, -1.13, -4.38], [2.59, -3.79, -7.27], [-0.39, -3.57, -6.81], [3.84, 2.58, -3.98], [3.19, 1.49, -7.52], [-4.74, 1.64, 2.44], [-6.86, -2.15, 1.78], [-5.08, 2.64, 0.25], [3.51, -1.07, 3.51], [-4.62, -0.18, -5.36], [0.92, 6.73, 0.16], [4.39, 0.48, 2.30], [-4.49, -1.00, -3.02], [7.36, -2.00, -3.33], [5.35, 1.42, 0.24], [1.67, 3.79, 3.35], [-2.93, 1.36, -6.24], [1.22, 0.47, -5.49], [1.42, 2.10, 3.71], [-2.51, -4.27, 0.04], [1.65, -1.75, 0.08], [0.56, -2.22, -7.45]], "lowdin_charge": [0.10, 0.51, 0.49, 0.44, -0.13, 0.46, 0.48, -0.15, 0.07, -0.14, 0.11, -0.15, 0.08, 0.17, 0.10, 0.06, 0.18, 0.18, 0.14, 0.18, -0.08, 0.00, -0.04, -0.06, -0.06, -0.01, 0.00, -0.65, -0.03, -0.10, -0.03, -0.02, -0.06, -0.07, -0.01, -0.03, -0.20, -0.65, -0.23, -0.07, -0.21, -0.65, -0.20, -0.18, -0.14, -0.02, -0.22, -0.03, -0.21, -0.24, -0.18, -0.23, -0.21, -0.20, -0.43, 0.00, -0.23, -0.05, -0.21, -0.04, -0.21, -0.46, -0.24, -0.11, -0.23, -0.66, 0.00, 0.07, 0.03, 0.08, 0.10, 0.09, 0.01, -0.01, 0.08, 0.05, 0.05, 0.01, 0.09, 0.08, 0.00, 0.00, 0.07, 0.08, 0.05, 0.02, 0.08, 0.08, 0.07, 0.03, 0.08, -0.03, 0.04, 0.11, 0.00, 0.01, 0.11, 0.03, 0.03, 0.10, 0.08, 0.02, 0.08, 0.10, 0.00, -0.01, 0.10, 0.00, -0.01, 0.02, 0.01, 0.07, 0.00, 0.08, 0.02, 0.11, 0.08, -0.01, 0.08, 0.08, 0.08, 0.06, 0.08, 0.11, 0.09, 0.01, 0.11, 0.09, 0.02, 0.10, 0.11, 0.08, 0.11, -0.01, 0.09, 0.07, 0.00, 0.10, 0.06, 0.08], "homo_ev": [-4.078, -4.143], "lumo_ha": [0.0633, 0.0643], "total_charge": -1, "multiplicity": 2, "homo_lumo_gap_ev": [5.80, 5.89], "s2": 0.818}

Record 5
{"formula": "C19H18BrNO3", "method": "ωB97M-V with the def2-TZVPD basis set", "elements": ["Br", "O", "O", "O", "N", "C", "C", "C", "C", "C", "C", "C", "C", "C", "C", "C", "C", "C", "C", "C", "C", "C", "C", "C", "H", "H", "H", "H", "H", "H", "H", "H", "H", "H", "H", "H", "H", "H", "H", "H", "H", "H"], "positions_angstrom": [[-3.03, 1.51, 0.22], [2.51, 1.44, 2.33], [2.57, -2.29, -0.12], [4.56, 0.47, 0.44], [2.82, 0.95, -0.97], [0.28, -1.96, 0.37], [-0.22, -2.03, -0.94], [1.45, 1.12, -0.88], [3.59, 1.10, -2.18], [-0.79, 1.53, -1.53], [-0.62, -2.02, 1.43], [-3.97, -2.20, -0.30], [-0.29, 1.06, 0.80], [1.04, 0.93, 0.45], [-1.19, 1.36, -0.22], [-1.60, -2.09, -1.13], [-2.49, -2.13, -0.07], [3.39, 0.65, 0.24], [1.73, -1.81, 0.61], [0.55, 1.43, -1.87], [2.15, -0.91, 1.77], [0.67, -2.05, -2.14], [2.24, 0.55, 1.28], [-1.98, -2.12, 1.22], [-2.66, -2.17, 2.06], [-1.98, -2.12, -2.14], [3.49, 2.10, -2.58], [-0.26, -2.04, 2.45], [1.53, -1.41, -2.02], [-4.42, -2.98, 0.31], [3.15, -1.21, 2.11], [1.05, -3.06, -2.29], [-0.63, 0.92, 1.81], [0.86, 1.57, -2.90], [4.63, 0.91, -1.92], [0.11, -1.76, -3.03], [-1.53, 1.76, -2.29], [-4.43, -1.25, -0.03], [1.84, 1.34, 3.01], [-4.19, -2.40, -1.35], [1.45, -0.96, 2.60], [3.27, 0.37, -2.92]], "lowdin_charge": [0.77, 0.06, 0.12, 0.14, -0.01, -0.12, -0.19, -0.17, 0.00, -0.11, -0.03, -0.05, -0.06, -0.09, -0.66, 0.00, -0.28, -0.35, -0.33, 0.00, 0.00, -0.03, -0.35, -0.04, 0.12, 0.12, 0.10, 0.11, 0.06, 0.08, 0.14, 0.10, 0.12, 0.11, 0.10, 0.08, 0.10, 0.05, 0.11, 0.08, 0.11, 0.09], "homo_ev": -8.396, "lumo_ha": 0.0120, "total_charge": 0, "homo_lumo_gap_ev": 8.72, "smiles": "Cc1ccc(C(=O)C[C@@]2(O)C(=O)N(C)c3ccc(Br)cc32)c(C)c1"}

Record 6
{"formula": "C7H14", "method": "ωB97M-V with the def2-TZVPD basis set", "elements": ["C", "C", "C", "C", "C", "C", "C", "H", "H", "H", "H", "H", "H", "H", "H", "H", "H", "H", "H", "H", "H"], "positions_angstrom": [[1.19, 0.32, -0.14], [-1.43, 0.51, 0.74], [1.35, -0.55, -2.69], [2.12, -0.01, -1.40], [-2.15, -0.25, 3.06], [-1.25, -0.34, 1.77], [-0.32, 0.63, -0.38], [-0.69, 0.18, -1.40], [-1.63, 0.21, 3.93], [-0.47, -1.12, 1.55], [2.94, -0.67, -1.09], [-0.54, 1.71, -0.80], [1.73, 0.96, 0.49], [0.63, 0.30, -2.97], [1.21, -0.64, 0.34], [-2.33, 0.97, 0.57], [-3.08, 0.13, 2.72], [0.68, -1.56, -2.52], [2.59, 1.03, -1.72], [-2.54, -1.18, 3.59], [1.99, -0.65, -3.65]], "lowdin_charge": [-0.21, -0.12, -0.16, -0.25, -0.11, -0.15, -0.20, 0.10, 0.07, 0.10, 0.08, 0.12, 0.08, 0.06, 0.07, 0.06, 0.04, 0.11, 0.12, 0.07, 0.07], "homo_ev": -8.864, "lumo_ha": 0.0432, "total_charge": 0, "homo_lumo_gap_ev": 10.04, "smiles": "C/C=C/CCCC"}

Record 7
{"formula": "C6H10N", "method": "ωB97M-V with the def2-TZVPD basis set", "elements": ["N", "C", "C", "C", "C", "C", "C", "H", "H", "H", "H", "H", "H", "H", "H", "H", "H"], "positions_angstrom": [[1.71, 0.46, -0.70], [-1.75, -1.23, -0.19], [-0.80, -0.08, 0.08], [0.73, 0.06, 0.33], [1.88, -0.78, 0.08], [-1.01, 1.42, -0.02], [-0.14, 0.86, 1.11], [-2.62, -1.08, -0.81], [2.38, 1.20, -0.45], [-0.49, 1.84, -0.85], [-0.13, 1.15, 2.20], [2.77, -0.75, 0.74], [1.12, 0.57, -1.56], [1.67, -1.77, -0.55], [-2.17, -1.57, 0.88], [-1.94, 1.82, 0.35], [-1.20, -2.11, -0.64]], "lowdin_charge": [0.15, -0.01, -0.23, -0.32, 0.04, 0.01, -0.04, 0.07, 0.19, 0.09, 0.17, 0.15, 0.21, 0.19, 0.14, 0.12, 0.09], "homo_ev": -14.022, "lumo_ha": -0.1210, "total_charge": 1, "homo_lumo_gap_ev": 10.73, "smiles": "C[C@@]12C[C@@H]1[C@@]21C[NH2+]1"}

Record 8
{"formula": "C8H11BF3O7", "method": "ωB97M-V with the def2-TZVPD basis set", "elements": ["F", "F", "F", "O", "O", "O", "O", "O", "O", "O", "C", "C", "C", "C", "C", "C", "C", "C", "B", "H", "H", "H", "H", "H", "H", "H", "H", "H", "H", "H"], "positions_angstrom": [[1.32, 3.17, 2.36], [2.13, 2.24, 0.57], [2.94, 1.78, 2.48], [-1.85, 2.13, -0.05], [1.23, 0.67, -3.92], [1.09, -2.32, -0.24], [-0.01, 0.12, -3.45], [-2.60, 0.18, -2.23], [-0.15, 0.80, -0.72], [-2.53, -1.84, -1.35], [1.77, 2.05, 1.82], [0.29, -0.81, -2.40], [-0.93, 1.39, 0.22], [0.85, 0.88, 2.02], [-0.62, 1.18, 1.71], [-0.57, -0.55, -1.16], [-1.04, -2.15, 1.13], [-2.03, -0.70, -1.62], [-0.16, -1.70, -0.09], [-0.85, 2.13, 2.17], [-0.76, -1.66, 2.07], [0.06, -1.81, -2.79], [1.25, 0.02, 1.49], [-2.11, -2.01, 0.99], [-0.86, -3.22, 1.28], [1.76, -1.66, -0.05], [0.92, 0.63, 3.08], [-1.30, 0.45, 2.13], [1.40, 1.36, -3.26], [1.35, -0.73, -2.18]], "lowdin_charge": [0.16, 0.17, 0.10, 0.15, -0.04, 0.10, -0.12, 0.04, 0.04, -0.04, -0.65, -0.12, -0.43, -0.06, -0.06, -0.23, 0.00, -0.68, -0.41, 0.12, 0.05, 0.15, 0.11, 0.06, 0.07, 0.09, 0.13, 0.12, 0.09, 0.12], "homo_ev": -4.616, "lumo_ha": 0.0985, "total_charge": -1, "homo_lumo_gap_ev": 7.30, "smiles": "CB(O)[C@](COO)(OC(=O)CCC(F)(F)F)C(=O)[O-]"}

Quick rundown of total energy, same order as above: -12978.808 -158343.422 -34400.595 -158565.624 -97671.228 -7483.161 -7863.274 -31635.905 eV